Entry 1:
The following is a quantum chemistry calculation of a structure of composition B5CaF8H12NO3, from the OMol25 dataset.

For the energy, the calculation gives -51388.662 eV. As for the expectation value of S²: 0.76. The strongest force on any atom is 4.9 eV/Å. Its molar mass is 320.222 g/mol.

Structure (ORCA input):
```
! RIJCOSX wB97M-V def2-TZVPD def2/J DEFGRID3
* xyz -3 2
Ca -0.0573 -0.0368 0.0749
N 0.6275 -3.3027 -0.4257
O -0.0859 -2.3481 -0.5811
O 0.4414 -3.9986 0.5511
O 1.4577 -3.3958 -1.3015
B -2.2532 -0.1730 0.9046
H -2.3515 -0.1821 -0.1699
H -3.2003 0.0613 1.3654
H -1.9348 -1.1385 1.2659
H -1.5725 0.5943 1.2395
B 0.7512 -0.8039 2.2769
H -0.1685 -1.3506 2.4167
H 1.3027 -1.0588 1.3853
H 0.7058 0.2741 2.2914
H 1.4164 -1.0528 3.0892
B 1.9210 -0.3524 -1.4306
H 2.3677 -1.0119 -0.7027
H 2.6453 -0.1156 -2.1946
H 1.0488 -0.7123 -1.9540
H 1.6927 0.6071 -0.9928
B 0.1655 3.0283 1.5318
F -0.6433 4.0201 1.1083
F -0.4816 2.4046 2.5597
F 0.4321 2.1296 0.5157
F 1.3054 3.5478 1.9432
B -1.1302 0.8951 -2.9049
F -0.6591 1.3135 -1.6803
F -0.0517 0.6656 -3.7012
F -1.7883 -0.2727 -2.7927
F -1.9032 1.7652 -3.6875
*
```



Entry 2:
The following is a quantum chemistry calculation of the molecule C5H8N2O, from the OMol25 dataset.

For the energy, the calculation gives -10339.941 eV. The energy above the lowest of the compared OMol25 structures with the same formula, charge and spin is 268.7 kJ/mol. The strongest force on any atom is 2.6 eV/Å. As for the structure (SMILES): O=C([C@@H]1CN1)N1CC1. Its molar mass is 112.132 g/mol.

Structure (ORCA input):
```
! RIJCOSX wB97M-V def2-TZVPD def2/J DEFGRID3
* xyz 0 1
O -0.7685 2.1919 0.1761
C -0.2362 1.1461 -0.0559
C 1.2121 0.8463 0.0760
C 1.8614 -0.2032 -0.7409
N 1.6353 -0.4286 0.6742
N -0.8799 -0.0190 -0.4416
C -1.2368 -1.1073 0.4270
C -2.2632 -0.1593 -0.1939
H 1.7811 1.6951 0.2928
H 2.8907 -0.0565 -1.0134
H 1.2300 -0.7771 -1.3821
H 2.4826 -0.1594 1.1613
H -1.0556 -2.0957 0.0506
H -1.0292 -0.9478 1.5289
H -2.7444 0.6472 0.3807
H -2.8794 -0.5728 -0.9397
*
```



Entry 3:
The following is a quantum chemistry calculation of a cluster of 2 separate species, CH3Cl3OP in total, from the OMol25 dataset.

For the energy, the calculation gives -49981.487 eV. The energy above the lowest of the compared OMol25 structures with the same formula, charge and spin is 168.8 kJ/mol. The strongest force on any atom is 4.1 eV/Å. Its molar mass is 168.367 g/mol.

Structure (ORCA input):
```
! RIJCOSX wB97M-V def2-TZVPD def2/J DEFGRID3
* xyz 1 1
C -2.9399 0.0576 0.0255
O -1.7996 0.2526 -0.2307
P 2.2523 -0.0160 -0.0692
Cl 2.8888 -1.3427 -1.3122
Cl 3.0362 1.7633 -0.4483
Cl 2.9942 -0.5029 1.7808
H -3.9047 0.5400 -0.5491
H -3.2700 -0.7304 0.9488
H 0.7428 -0.0215 -0.1455
*
```



Entry 4:
The following is a quantum chemistry calculation of a structure of composition C31H27N4O3S2Sn, from the OMol25 dataset.

For the energy, the calculation gives -72185.274 eV. The energy above the lowest of the compared OMol25 structures with the same formula, charge and spin is 0.0 kJ/mol. The strongest force on any atom is 0.7 eV/Å. Its molar mass is 686.427 g/mol.

Structure (ORCA input):
```
! RIJCOSX wB97M-V def2-TZVPD def2/J DEFGRID3
* xyz 1 1
Sn 0.2236 0.3069 0.1542
C -4.4972 -0.6267 0.9699
C -5.0273 0.6480 0.8676
C -4.1906 1.7007 0.5486
C -2.8377 1.4601 0.3391
N -2.3263 0.2285 0.4489
C -3.1423 -0.7860 0.7548
C -1.8829 2.5354 -0.0424
C -2.2942 3.8498 -0.2753
C -1.3861 4.8126 -0.6811
C -0.0492 4.4884 -0.8693
C 0.3782 3.1878 -0.6403
C -0.5430 2.2297 -0.2338
H -5.1116 -1.4828 1.2097
H -6.0827 0.8229 1.0304
H -4.5973 2.6957 0.4611
H -2.6928 -1.7655 0.8345
H -3.3290 4.1344 -0.1503
H -1.7273 5.8243 -0.8555
H 0.6568 5.2448 -1.1862
H 1.4222 2.9272 -0.7667
O -0.7353 -4.7051 2.3979
C -0.9253 -4.8579 1.0763
C -1.3039 -6.1248 0.6323
C -1.5285 -6.3577 -0.7069
C -1.3815 -5.3347 -1.6464
C -0.9962 -4.0856 -1.2192
C -0.7576 -3.8226 0.1382
C -0.3511 -2.4713 0.5323
O -0.1133 -1.6077 -0.4241
N -0.2781 -2.1750 1.8047
N 0.0422 -0.8442 2.0169
C 0.2449 -0.4777 3.2325
S 0.4610 1.2016 3.6402
C 1.1796 0.8341 5.2639
C 0.4180 -0.3461 5.8343
S 0.2839 -1.6161 4.5437
H -0.5266 -3.7654 2.5722
H -1.4180 -6.9074 1.3702
H -1.8262 -7.3470 -1.0296
H -1.5686 -5.5218 -2.6945
H -0.8731 -3.2763 -1.9260
H 1.0696 1.7272 5.8765
H 2.2362 0.6038 5.1380
H -0.5827 -0.0637 6.1560
H 0.9527 -0.7944 6.6706
C 1.5331 0.2886 -4.2767
C 1.3426 -0.2752 -2.9040
N 1.9217 -1.4382 -2.6083
O 0.6565 0.3391 -2.0720
H 2.1398 -0.3489 -4.9154
H 2.0012 1.2682 -4.1853
H 0.5525 0.4343 -4.7283
H 2.4693 -1.9435 -3.2816
H 1.7748 -1.8444 -1.6962
C 2.2735 0.5341 0.4269
C 3.3483 0.9947 0.7398
C 4.6337 1.5195 1.1144
C 4.9491 1.6887 2.4634
C 6.1805 2.2048 2.8303
C 7.1062 2.5539 1.8555
C 6.7989 2.3850 0.5122
C 5.5679 1.8710 0.1394
H 4.2194 1.4115 3.2133
H 6.4237 2.3329 3.8768
H 8.0674 2.9588 2.1433
H 7.5227 2.6542 -0.2456
H 5.3209 1.7344 -0.9052
*
```



Entry 5:
The following is a quantum chemistry calculation of a cluster of 2 separate species, C13H24NO6P in total, from the OMol25 dataset.

For the energy, the calculation gives -36923.413 eV. The strongest force on any atom is 5.1 eV/Å. As for the structure (SMILES): C=C[C@@](C)(OC(=O)CCC(=O)O)P(CC)CC.C[N+](=O)[O-]. Its molar mass is 321.310 g/mol.

Structure (ORCA input):
```
! RIJCOSX wB97M-V def2-TZVPD def2/J DEFGRID3
* xyz 0 1
C 1.5385 2.2555 -1.0609
C 0.7676 1.6891 0.0264
C 1.0048 0.2453 0.6816
C 0.5119 0.3841 2.2322
O 0.2156 -0.8278 0.0722
C -0.5552 -0.3824 -1.0415
O -0.1378 -0.2848 -2.2235
C -2.1194 -0.0153 -0.8231
C -2.9437 -1.2344 -0.1699
C -2.6591 -2.6579 -0.8267
O -3.4236 -3.1533 -1.7001
O -1.5270 -3.4414 -0.3941
P 2.8356 -0.2324 0.7615
C 3.1566 -1.7598 1.8286
C 1.9522 -2.8248 1.9014
C 3.6548 -0.3443 -0.9369
C 2.9074 -1.3098 -2.0014
H 1.1905 2.2636 -2.1576
H 2.5792 2.7237 -0.8760
H -0.0601 2.3535 0.4859
H -0.6008 0.6276 2.2985
H 1.0778 1.3119 2.6295
H 0.8388 -0.4923 2.8808
H -2.2295 0.8790 -0.1259
H -2.5945 0.2039 -1.8516
H -2.7319 -1.2502 0.9600
H -4.0704 -1.0271 -0.3075
H -1.8768 -4.1219 0.2365
H 3.4912 -1.5148 2.8936
H 4.0461 -2.3174 1.3400
H 2.4375 -3.8459 2.1557
H 1.4032 -2.9862 0.9096
H 1.2050 -2.6338 2.7536
H 3.8308 0.6949 -1.4078
H 4.7145 -0.7830 -0.7830
H 3.6618 -2.0658 -2.4430
H 2.5635 -0.6396 -2.8732
H 2.0093 -1.8640 -1.5380
C -4.1924 4.4964 -0.3135
N -3.1219 3.4890 -0.0943
O -2.3819 3.2437 -1.0316
O -3.0625 2.9788 1.0138
H -4.1252 4.8626 -1.3362
H -5.1482 4.0025 -0.1422
H -4.0322 5.3057 0.3978
*
```